Record 1
The following is a quantum chemistry calculation of 5 unconnected molecules or ions with the total composition C27H32ClN4O3P at a distorted geometry, from the OMol25 dataset.

The geometry in XYZ format:
```
68
Properties=species:S:1:pos:R:3:forces:R:3:mulliken_charge:R:1
C 2.3141 1.4056 -1.7021 0.844 0.431 0.414 -1.10
C 1.8100 0.6403 -0.3762 1.010 -0.091 -0.082 0.10
C 1.2419 -0.8376 -0.6285 -0.351 0.676 1.214 -0.90
C -0.3365 -0.9343 -0.9108 0.366 -2.328 0.412 0.02
O -0.4964 -1.1988 -2.3505 -1.210 4.049 -0.241 -0.16
C -0.9203 0.0515 -2.9398 -0.525 -0.085 -3.218 0.43
O -0.9885 0.2332 -4.1827 0.433 -0.945 5.150 -0.63
C -1.3405 1.1417 -1.8449 2.225 -0.364 0.085 -0.45
C -1.3083 0.2612 -0.5029 -0.569 0.567 -1.669 -0.14
P -3.1576 -0.1099 -0.2057 -0.898 -0.293 2.208 0.33
O -3.8401 1.4625 0.0819 2.294 -1.213 -1.046 -0.49
Cl -4.0610 -0.8892 -1.9576 1.396 2.022 -0.016 -0.27
H 3.2951 1.9428 -1.4091 -1.589 -0.728 -0.593 0.34
H 1.6112 2.2296 -2.0686 0.859 -1.308 0.400 0.27
H 2.5888 0.6987 -2.5665 -0.656 0.975 1.335 0.28
H 1.1031 1.3159 0.2401 0.982 -1.225 -1.045 -0.25
H 2.7456 0.5204 0.2934 -1.546 0.168 -1.041 0.39
H 1.4574 -1.4466 0.3306 -0.451 0.938 -1.483 0.39
H 1.7714 -1.3812 -1.4796 -0.729 0.895 1.052 0.28
H -0.6118 -1.9585 -0.4536 -0.092 1.785 -0.459 0.34
H -0.4804 1.8934 -1.8098 -1.150 -0.890 -0.284 -0.04
H -2.2844 1.7008 -2.1475 1.132 -1.056 0.464 0.56
H -0.9951 0.7270 0.4902 -0.302 -0.284 -1.468 0.32
H -3.1217 2.1385 0.0206 -0.864 -0.454 -0.103 0.34
C 0.2404 5.1257 3.4333 -0.045 0.052 0.138 -0.27
C -0.1035 4.6270 2.1852 0.035 -0.026 0.017 -0.58
C 0.8963 4.0738 1.4013 0.668 -0.079 0.185 -0.13
N 2.1856 3.9946 1.7781 -0.723 0.247 0.289 -0.45
C 2.4900 4.4871 2.9907 0.256 -0.221 -0.666 -0.32
C 1.5616 5.0558 3.8485 -0.235 -0.011 -0.079 -0.37
H -0.5147 5.5652 4.0761 0.039 -0.026 -0.050 0.38
H -1.1257 4.6666 1.8292 0.044 0.011 0.001 0.36
H 0.6753 3.6673 0.4187 -0.043 0.048 -0.015 0.53
H 3.5349 4.4135 3.2701 -0.139 0.005 0.116 0.49
H 1.8648 5.4350 4.8165 0.041 -0.017 -0.064 0.42
C -0.2789 -3.8476 -4.4329 -0.032 -0.041 0.065 -0.27
C 0.0257 -2.7656 -5.2460 -0.058 -0.044 0.044 -0.08
C 0.8663 -2.9753 -6.3276 0.278 -0.521 -0.200 -0.33
N 1.4081 -4.1655 -6.6343 -0.357 0.055 0.491 -0.57
C 1.0983 -5.1948 -5.8304 0.217 0.346 -0.415 -0.20
C 0.2656 -5.0896 -4.7278 -0.040 0.138 0.014 -0.44
H -0.9343 -3.7240 -3.5775 0.038 0.024 -0.057 0.48
H -0.3804 -1.7823 -5.0450 0.052 -0.070 -0.041 0.33
H 1.1316 -2.1614 -6.9946 -0.044 0.018 0.054 0.37
H 1.5511 -6.1439 -6.0997 -0.045 0.000 0.049 0.34
H 0.0487 -5.9559 -4.1149 0.022 0.021 -0.048 0.35
C 6.1393 2.4549 7.3176 0.051 -0.034 0.062 -0.11
C 4.7606 2.5998 7.3698 0.123 -0.011 -0.020 -0.71
C 4.1198 3.1675 6.2806 0.138 0.220 -0.520 -0.08
N 4.7556 3.5903 5.1761 0.412 -0.280 0.623 -0.21
C 6.0895 3.4399 5.1523 -0.524 0.132 -0.144 -0.07
C 6.8216 2.8815 6.1874 -0.087 -0.041 0.112 -0.64
H 6.6771 2.0138 8.1498 -0.037 0.029 -0.055 0.36
H 4.1963 2.2788 8.2364 0.006 0.023 -0.061 0.35
H 3.0424 3.2991 6.2725 0.015 -0.037 0.051 0.35
H 6.5781 3.7918 4.2492 0.038 -0.035 0.052 0.37
H 7.8973 2.7831 6.1125 -0.060 0.019 -0.023 0.36
C -7.8659 -4.3455 -1.2016 -0.101 0.043 0.003 -0.32
C -7.2867 -5.5646 -0.8795 -0.040 0.118 -0.028 -0.34
C -5.9051 -5.6640 -0.9160 0.466 0.352 -0.105 -0.23
N -5.0912 -4.6493 -1.2491 -0.689 -0.009 0.034 -0.48
C -5.6773 -3.4805 -1.5583 0.425 -0.483 -0.048 0.33
C -7.0486 -3.2791 -1.5478 -0.098 -0.196 0.068 -0.32
H -8.9440 -4.2278 -1.1833 0.064 -0.016 -0.001 0.36
H -7.8943 -6.4181 -0.6058 0.052 0.028 -0.011 0.35
H -5.4054 -6.5953 -0.6692 -0.074 -0.007 0.001 0.36
H -4.9947 -2.6756 -1.8264 -0.667 -0.938 0.191 -0.03
H -7.4668 -2.3135 -1.8044 0.051 -0.029 0.004 0.36
```
Forces are in eV/Å.

- HOMO (eV) = -9.1497
- 2S+1 = 1
- HOMO-LUMO gap (eV) = 9.284
- SMILES = CCC[C@@H]1OC(=O)C[C@H]1P(O)Cl.c1ccncc1.c1ccncc1.c1ccncc1.c1ccncc1

=====

Record 2
The following is a quantum chemistry calculation of a molecular structure, C27H32F3N5OPReS, from the OMol25 dataset.

The geometry in XYZ format:
```
71
Properties=species:S:1:pos:R:3:forces:R:3:lowdin_spin:R:1
Re 0.5639 -0.0247 -0.1810 0.212 -0.029 0.517 0.47
C -0.5826 -0.8910 4.8941 0.024 0.015 0.005 0.00
C 0.7333 -0.1372 4.7789 -0.028 -0.045 0.041 0.00
N 0.6068 1.0929 3.9671 -0.044 -0.059 -0.009 0.00
C 0.2544 2.3483 4.6859 -0.041 0.057 0.039 0.00
C -1.2158 2.7121 4.5506 0.028 -0.006 0.004 0.00
C 0.7471 1.1012 2.6727 0.048 -0.041 -0.171 0.00
S 1.3217 -0.4423 1.8791 -0.120 0.122 -0.170 -0.01
N 0.5820 2.2552 2.0142 0.041 0.116 0.233 0.00
C 0.7811 2.6365 0.7915 0.026 -0.351 -0.255 0.01
O 1.1361 1.7674 -0.2136 -0.025 0.342 0.036 0.06
C 0.6526 4.0126 0.3871 -0.017 0.060 0.022 0.00
C 0.7492 4.3790 -0.9648 0.010 -0.019 0.001 0.00
C 0.6192 5.7030 -1.3265 -0.004 0.018 0.000 0.00
C 0.3964 6.6705 -0.3505 0.004 -0.019 0.001 0.00
C 0.2991 6.3169 0.9920 0.000 0.017 0.007 0.00
C 0.4242 4.9955 1.3639 -0.009 -0.018 -0.007 0.00
H -0.4274 -1.7872 5.4930 -0.002 -0.005 0.000 0.00
H -0.9527 -1.1940 3.9136 -0.009 -0.001 -0.004 0.00
H -1.3453 -0.2904 5.3856 -0.002 0.001 0.001 0.00
H 1.5120 -0.7635 4.3474 0.013 0.006 0.011 0.00
H 1.0916 0.1767 5.7563 0.005 0.003 -0.007 0.00
H 0.8966 3.1355 4.2975 -0.003 -0.007 -0.007 0.00
H 0.5178 2.1806 5.7271 0.013 -0.002 -0.007 0.00
H -1.4937 2.8622 3.5084 -0.003 0.009 -0.001 0.00
H -1.3945 3.6427 5.0879 -0.005 -0.001 0.004 0.00
H -1.8597 1.9505 4.9865 -0.009 -0.001 -0.007 0.00
H 0.9188 3.6282 -1.7232 0.014 -0.001 0.006 0.00
H 0.6894 5.9910 -2.3660 0.003 -0.001 -0.002 0.00
H 0.2982 7.7086 -0.6392 0.000 0.004 0.000 0.00
H 0.1287 7.0769 1.7415 -0.001 0.002 0.000 0.00
H 0.3541 4.7087 2.4032 -0.004 0.002 0.002 0.00
C 3.1303 -3.0193 -3.7213 0.006 0.046 -0.001 0.00
N 2.9026 -3.6846 -2.3398 -0.011 -0.050 -0.046 0.00
C 4.2317 -3.6019 -1.5562 0.036 -0.021 0.021 0.00
N 4.6716 -2.2560 -1.4705 0.006 0.007 0.020 0.00
C 4.8601 -1.6749 -2.7998 0.010 -0.007 -0.026 0.00
N 3.6089 -1.6931 -3.5574 -0.043 -0.021 -0.026 0.00
C 2.6068 -0.7625 -3.0389 0.008 -0.068 -0.052 0.00
P 2.1696 -1.2385 -1.3119 -0.113 -0.116 -0.175 0.03
C 1.7782 -3.0285 -1.5931 0.073 0.027 -0.059 0.00
C 3.8571 -1.4250 -0.5928 0.029 0.065 0.102 0.01
H 2.1814 -3.0508 -4.2552 -0.002 -0.009 0.013 0.00
H 3.8657 -3.6391 -4.2333 0.000 -0.005 0.010 0.00
H 2.6716 -4.6711 -2.4857 -0.006 0.006 -0.002 0.00
H 4.9452 -4.2102 -2.1112 -0.007 -0.001 0.000 0.00
H 4.0557 -4.0394 -0.5741 -0.003 -0.006 -0.008 0.00
H 5.6096 -2.2551 -3.3379 -0.002 0.001 0.001 0.00
H 5.2201 -0.6522 -2.7072 -0.007 0.001 0.006 0.00
H 1.7167 -0.7788 -3.6719 -0.010 0.021 0.017 0.00
H 3.0024 0.2548 -3.0533 0.009 -0.009 0.014 0.00
H 0.8646 -3.1218 -2.1818 -0.010 0.016 0.020 0.00
H 1.6369 -3.5425 -0.6412 0.002 0.001 -0.003 0.00
H 3.7896 -1.8742 0.4009 -0.014 0.021 0.005 0.00
H 4.3165 -0.4417 -0.4760 0.005 -0.007 -0.007 0.00
F -7.7246 -3.3840 -3.0493 0.021 0.002 0.000 0.00
C -7.6794 -2.3867 -2.1619 -0.071 -0.006 -0.012 0.01
F -8.3548 -1.3500 -2.6517 0.017 -0.009 0.005 0.00
F -8.2803 -2.7967 -1.0415 0.018 0.002 0.006 0.01
C -6.2347 -2.0243 -1.8663 0.003 0.041 -0.011 0.08
C -5.3967 -3.0261 -1.3734 0.072 -0.021 0.027 0.00
C -4.0844 -2.7362 -1.0873 -0.100 -0.122 0.042 0.05
C -3.6031 -1.4270 -1.3026 0.269 0.098 0.028 0.04
C -4.4579 -0.4240 -1.8039 -0.123 0.048 -0.086 0.06
C -5.7728 -0.7298 -2.0807 0.052 0.030 0.004 0.00
C -2.2756 -1.1047 -1.0180 -0.389 -0.138 -0.056 0.15
C -1.0962 -0.8066 -0.7651 0.139 0.012 -0.073 0.05
H -5.7847 -4.0240 -1.2185 -0.001 -0.001 0.004 0.00
H -3.4256 -3.5001 -0.6988 0.013 0.007 0.004 0.00
H -4.0825 0.5764 -1.9688 0.016 -0.003 0.009 0.00
H -6.4422 0.0275 -2.4629 -0.009 -0.004 -0.001 0.00
```
Forces are in eV/Å.

- HOMO (spin up / spin down) (eV) = -16.3742 / -16.4981
- 2S+1 = 2
- net charge = +3
- HOMO-LUMO gap (spin up / spin down) (eV) = 6.340 / 5.635
- energy relative to the best compared isomer or geometry (same formula, charge and spin) (kcal/mol) = 0.0

=====

Record 3
The following is a quantum chemistry calculation of a molecular structure, C27H32F6GeN4NdO5S2Se at a distorted geometry, from the OMol25 dataset.

The geometry in XYZ format:
```
79
Properties=species:S:1:pos:R:3:forces:R:3:lowdin_spin:R:1
Nd 8.5861 10.4889 13.0601 3.754 0.634 -1.192 3.03
C 12.0334 9.1629 16.0925 -0.327 -0.469 -0.783 0.00
C 12.5434 10.4619 16.2155 -0.175 0.374 0.663 0.00
C 12.6518 11.3192 15.1401 0.184 -1.129 -2.424 0.00
C 12.3972 10.7853 13.7965 -0.135 1.085 2.159 0.00
C 11.7764 9.5453 13.6852 0.701 -0.611 1.256 0.00
C 11.6067 8.6944 14.8392 0.280 2.278 -0.032 0.00
H 11.9824 8.5214 16.9772 -0.096 0.237 -0.363 0.00
H 12.8247 10.8254 17.2154 -0.129 -0.213 -0.521 0.00
H 13.0441 12.3306 15.2442 -0.104 -0.312 0.037 0.00
H 12.6895 11.3833 12.9222 -0.426 -0.348 0.393 0.00
H 11.6726 9.1109 12.7100 -0.316 -0.160 -0.544 0.00
H 11.0883 7.7685 14.7307 0.040 -0.699 -0.007 0.00
C 6.1780 10.9722 9.0591 -0.328 -1.157 1.453 0.00
C 6.6977 10.5619 10.4547 1.470 1.634 -0.970 0.00
N 7.6225 11.3135 11.0691 -2.085 -2.338 -0.763 -0.01
N 8.0270 12.4975 10.5929 0.517 0.474 -0.307 0.00
C 9.3067 12.7358 10.9636 -0.597 -1.233 -0.377 0.00
O 10.0058 11.8653 11.5833 -0.525 -0.348 1.073 -0.01
C 9.9177 13.9841 10.5237 -1.965 0.530 -1.645 0.00
C 11.2200 14.2876 10.7378 1.764 -0.607 1.194 0.00
C 11.7401 15.5360 10.4152 1.147 -0.274 0.098 0.00
C 10.9509 16.4292 9.7327 0.609 0.899 -0.092 0.00
C 9.6721 16.0709 9.3912 -1.803 1.029 -1.490 0.00
C 9.1341 14.8559 9.7299 -0.049 -0.395 1.079 0.00
C 6.4368 9.2141 10.9757 0.756 -1.697 0.271 0.00
C 5.4681 8.3234 10.4322 0.552 1.432 0.500 0.00
C 5.1451 7.1930 11.1836 -0.129 -0.368 -1.083 0.00
C 5.8850 6.8690 12.3199 0.026 -0.423 0.543 0.00
C 7.0196 7.6058 12.5910 -0.516 0.486 -0.538 0.00
N 7.3044 8.7319 11.9362 -1.201 0.803 -0.477 0.00
H 6.7120 11.8756 8.8893 0.100 0.819 -0.704 0.00
H 5.0798 11.1170 9.0370 0.609 0.036 0.039 0.00
H 6.4464 10.1887 8.3270 -0.081 0.395 0.283 0.00
H 11.8306 13.4874 11.1899 -0.164 0.744 -0.026 0.00
H 12.7877 15.7763 10.6618 -0.663 -0.168 -0.183 0.00
H 11.3064 17.4187 9.4122 0.025 -0.547 0.337 0.00
H 9.0678 16.7993 8.7918 0.536 -0.811 0.617 0.00
H 8.1143 14.5451 9.5026 0.326 0.355 -0.089 0.00
H 4.9884 8.6207 9.4788 0.045 -0.452 0.922 0.00
H 4.3697 6.5363 10.7540 0.335 0.306 0.707 0.00
H 5.6693 6.0730 13.0442 -0.208 0.076 -0.840 0.00
H 7.6966 7.3157 13.3787 0.175 -0.112 0.166 0.00
C 10.9317 10.0287 7.9784 -0.832 -0.502 -0.464 0.00
Ge 10.6117 8.2102 7.2170 -0.616 0.596 -0.051 0.00
C 11.4784 7.9174 5.4607 -1.629 1.036 0.541 0.00
C 8.6085 7.9007 7.0126 1.181 1.057 -0.009 0.00
C 11.2623 7.0540 8.6318 -0.938 -0.623 0.909 0.00
Se 10.5045 7.7469 10.3466 0.597 -0.888 0.015 0.00
C 11.1156 6.1367 11.3438 -0.597 0.563 -0.151 0.00
H 10.9264 10.7356 7.1525 -0.035 0.232 0.058 0.00
H 11.8655 10.1120 8.5164 0.227 -0.075 0.112 0.00
H 10.0929 10.2536 8.6580 0.335 0.097 -0.173 0.00
H 11.6551 8.8537 4.9431 0.354 0.286 0.204 0.00
H 10.6782 7.4776 4.8776 0.233 -0.734 -0.248 0.00
H 12.3635 7.3477 5.5489 0.795 -0.745 -0.197 0.00
H 8.2240 7.0153 7.4964 0.130 -0.465 -0.158 0.00
H 8.4752 7.9162 5.9229 -0.474 -0.169 0.384 0.00
H 8.0885 8.7478 7.4819 0.113 -0.074 -0.337 0.00
H 12.3290 6.9466 8.6835 0.598 0.313 0.223 0.00
H 10.8503 6.0406 8.6609 0.007 0.132 -0.514 0.00
H 10.8296 6.1996 12.3789 -0.110 0.350 0.525 0.00
H 12.1950 6.1499 11.2903 0.123 -0.409 -0.156 0.00
H 10.6167 5.2392 10.9747 0.407 0.116 -0.348 0.00
F 8.4268 14.8500 13.8947 -1.836 -1.177 1.168 0.00
C 7.4582 13.9733 14.3330 1.362 -0.200 -0.379 0.00
F 6.3837 14.5554 14.8105 0.362 0.155 -0.706 0.00
F 7.1707 13.1943 13.2247 -0.133 0.727 1.513 0.00
S 8.2247 12.8203 15.6917 0.594 0.387 -0.727 0.00
O 9.1755 12.1765 14.7461 -0.611 -0.280 0.784 0.00
O 8.7881 13.6315 16.7455 -1.285 -1.299 -1.309 0.00
N 7.0539 11.7828 16.1983 -0.037 -0.739 -1.156 0.00
S 6.8595 10.3718 15.3836 1.749 1.862 2.026 0.00
O 8.1581 9.6361 15.3719 -1.665 -0.290 0.266 0.00
O 6.4579 10.5261 13.9730 -1.643 0.110 0.858 0.00
C 5.5606 9.4384 16.6099 0.478 -0.525 0.233 0.00
F 4.4502 10.1008 16.8257 0.762 0.121 -0.388 0.00
F 5.2449 8.2038 16.1673 0.821 1.429 0.067 0.00
F 6.3135 9.3705 17.7075 -0.714 -0.127 -0.753 0.00
```
Forces are in eV/Å.

- HOMO (spin up / spin down) (eV) = -10.7702 / -10.7717
- 2S+1 = 4
- net charge = +1
- HOMO-LUMO gap (spin up / spin down) (eV) = 6.809 / 6.846
- energy relative to the best compared isomer or geometry (same formula, charge and spin) (kcal/mol) = 12.9